1.
{"formula": "C5H11LaO4", "method": "the ωB97M-V functional and the def2-TZVPD basis", "homo_ha": [-0.4420, -0.4515], "gap_ha": [0.2467, 0.2550], "spin_multiplicity": 2, "total_charge": 1, "lumo_ev": [-5.313, -5.347], "species": ["C", "O", "H", "H", "H", "O", "C", "C", "O", "C", "C", "O", "La", "H", "H", "H", "H", "H", "H", "H", "H"], "xyz": [[-6.522, -1.912, 2.965], [-6.053, -3.224, 3.149], [-7.542, -1.868, 3.369], [-5.896, -1.170, 3.484], [-6.553, -1.650, 1.892], [-2.195, 2.039, 0.047], [-2.278, 2.073, -1.246], [-4.274, 1.071, -1.719], [-4.298, 0.018, -0.963], [-4.850, -3.559, 2.460], [-3.579, -2.967, 3.058], [-3.383, -1.624, 2.807], [-3.187, 0.118, 1.252], [-1.668, 1.351, -1.818], [-2.392, 3.059, -1.727], [-4.206, 0.918, -2.808], [-4.895, 1.932, -1.415], [-4.785, -4.657, 2.505], [-4.953, -3.270, 1.396], [-2.740, -3.584, 2.669], [-3.606, -3.164, 4.150]]}

***

2.
{"formula": "C64H144F2N2O7P4S2", "method": "the ωB97M-V functional and the def2-TZVPD basis", "homo_ha": -0.4743, "gap_ha": 0.3437, "spin_multiplicity": 1, "total_charge": 2, "lumo_ev": -3.552, "species": ["C", "C", "C", "C", "P", "C", "C", "C", "C", "C", "C", "C", "C", "C", "C", "C", "C", "H", "H", "H", "H", "H", "H", "H", "H", "H", "H", "H", "H", "H", "H", "H", "H", "H", "H", "H", "H", "H", "H", "H", "H", "H", "H", "H", "H", "H", "H", "H", "H", "H", "H", "H", "H", "C", "C", "C", "C", "P", "C", "C", "C", "C", "C", "C", "C", "C", "C", "C", "C", "C", "H", "H", "H", "H", "H", "H", "H", "H", "H", "H", "H", "H", "H", "H", "H", "H", "H", "H", "H", "H", "H", "H", "H", "H", "H", "H", "H", "H", "H", "H", "H", "H", "H", "H", "H", "H", "C", "C", "C", "C", "P", "C", "C", "C", "C", "C", "C", "C", "C", "C", "C", "C", "C", "H", "H", "H", "H", "H", "H", "H", "H", "H", "H", "H", "H", "H", "H", "H", "H", "H", "H", "H", "H", "H", "H", "H", "H", "H", "H", "H", "H", "H", "H", "H", "H", "H", "H", "H", "H", "C", "C", "C", "C", "P", "C", "C", "C", "C", "C", "C", "C", "C", "C", "C", "C", "C", "H", "H", "H", "H", "H", "H", "H", "H", "H", "H", "H", "H", "H", "H", "H", "H", "H", "H", "H", "H", "H", "H", "H", "H", "H", "H", "H", "H", "H", "H", "H", "H", "H", "H", "H", "H", "N", "O", "O", "O", "N", "S", "O", "O", "F", "S", "O", "O", "F"], "xyz": [[0.496, -7.092, -6.906], [0.226, -7.203, -5.441], [-0.039, -5.810, -4.871], [-0.215, -5.828, -3.311], [-0.098, -4.153, -2.576], [-0.820, -4.218, -0.922], [-0.561, -5.452, -0.080], [-0.954, -5.377, 1.460], [-0.848, -6.698, 2.055], [1.751, -3.611, -2.517], [2.722, -4.680, -2.041], [4.114, -4.157, -1.990], [5.047, -5.209, -1.519], [-1.154, -3.039, -3.693], [-0.503, -2.408, -4.986], [0.173, -1.049, -4.843], [0.968, -0.715, -6.079], [0.968, -7.983, -7.319], [1.236, -6.318, -7.112], [-0.440, -6.864, -7.415], [0.998, -7.728, -4.877], [-0.624, -7.847, -5.219], [-0.915, -5.368, -5.345], [0.822, -5.188, -5.119], [0.542, -6.414, -2.790], [-1.173, -6.294, -3.084], [-1.894, -4.075, -1.045], [-0.630, -3.338, -0.308], [0.471, -5.797, -0.028], [-1.035, -6.356, -0.465], [-2.022, -5.167, 1.525], [-0.444, -4.617, 2.053], [-1.675, -7.281, 1.648], [-0.888, -6.641, 3.143], [0.110, -7.177, 1.851], [1.741, -2.745, -1.855], [2.092, -3.255, -3.489], [2.775, -5.538, -2.711], [2.539, -5.102, -1.053], [4.166, -3.286, -1.337], [4.422, -3.849, -2.990], [4.769, -6.172, -1.947], [5.033, -5.416, -0.449], [6.062, -4.961, -1.828], [-1.529, -2.175, -3.145], [-2.000, -3.703, -3.869], [-1.256, -2.491, -5.770], [0.182, -3.248, -5.099], [0.833, -1.285, -4.009], [-0.388, -0.179, -4.504], [1.934, -1.213, -5.994], [1.189, 0.352, -6.045], [0.503, -0.811, -7.061], [-5.499, 5.510, -1.259], [-5.535, 4.286, -0.380], [-5.343, 3.035, -1.133], [-4.976, 1.909, -0.111], [-5.135, 0.234, -0.637], [-4.532, -0.851, 0.701], [-3.109, -0.587, 1.247], [-2.641, -1.785, 2.032], [-3.327, -2.058, 3.409], [-6.827, -0.055, -1.355], [-7.021, -1.499, -1.894], [-8.288, -1.766, -2.643], [-9.544, -1.697, -1.816], [-3.956, 0.120, -1.995], [-4.367, 0.474, -3.487], [-3.110, 0.542, -4.365], [-3.441, 1.330, -5.691], [-4.541, 5.905, -1.595], [-6.091, 6.308, -0.811], [-6.039, 5.417, -2.202], [-6.519, 4.215, 0.083], [-4.823, 4.329, 0.445], [-4.586, 3.085, -1.915], [-6.291, 2.886, -1.652], [-5.623, 1.943, 0.766], [-3.922, 1.930, 0.167], [-4.735, -1.823, 0.252], [-5.202, -0.700, 1.548], [-3.260, 0.330, 1.818], [-2.264, -0.423, 0.579], [-1.570, -1.778, 2.234], [-2.838, -2.614, 1.353], [-2.991, -1.391, 4.202], [-3.124, -3.084, 3.717], [-4.411, -1.958, 3.356], [-6.801, 0.627, -2.206], [-7.639, 0.300, -0.720], [-6.931, -2.135, -1.014], [-6.294, -1.786, -2.653], [-8.127, -2.728, -3.129], [-8.374, -1.149, -3.538], [-9.578, -0.728, -1.319], [-9.556, -2.475, -1.052], [-10.408, -1.795, -2.472], [-3.617, -0.915, -2.032], [-3.078, 0.674, -1.664], [-4.782, 1.476, -3.381], [-5.091, -0.243, -3.876], [-2.884, -0.491, -4.630], [-2.361, 1.008, -3.725], [-4.225, 0.948, -6.344], [-2.561, 1.414, -6.329], [-3.629, 2.382, -5.474], [5.289, -0.877, -1.958], [3.901, -0.339, -1.497], [3.799, -0.142, 0.050], [3.863, -1.447, 0.915], [3.400, -1.505, 2.661], [2.029, -0.450, 3.112], [1.747, -0.229, 4.679], [0.385, 0.440, 4.886], [0.027, 0.557, 6.345], [2.836, -3.161, 3.130], [3.489, -4.396, 2.428], [2.952, -5.715, 2.985], [3.631, -6.844, 2.260], [4.858, -1.087, 3.639], [5.295, 0.333, 3.683], [6.478, 0.605, 4.648], [6.736, 2.116, 4.696], [5.098, -1.346, -2.923], [5.733, -1.505, -1.185], [5.971, -0.050, -2.155], [3.024, -0.952, -1.707], [3.743, 0.580, -2.061], [2.869, 0.407, 0.194], [4.567, 0.442, 0.555], [4.840, -1.930, 0.952], [3.256, -2.187, 0.394], [1.133, -0.879, 2.663], [2.232, 0.483, 2.585], [2.542, 0.393, 5.092], [1.771, -1.226, 5.118], [-0.334, -0.259, 4.457], [0.416, 1.368, 4.316], [0.653, 1.263, 6.890], [-0.124, -0.312, 6.986], [-0.946, 1.045, 6.312], [1.767, -3.180, 2.917], [2.738, -3.079, 4.213], [4.562, -4.333, 2.611], [3.371, -4.550, 1.356], [1.869, -5.694, 2.868], [3.151, -5.796, 4.054], [3.110, -7.141, 1.350], [3.610, -7.778, 2.822], [4.689, -6.606, 2.152], [5.614, -1.742, 3.206], [4.592, -1.463, 4.627], [4.408, 0.888, 3.989], [5.561, 0.698, 2.691], [7.352, 0.155, 4.177], [6.441, 0.109, 5.618], [6.930, 2.524, 3.704], [7.675, 2.274, 5.227], [5.968, 2.728, 5.169], [-1.510, 3.764, -2.829], [-2.106, 4.764, -1.734], [-1.026, 5.412, -0.836], [-0.457, 4.483, 0.220], [1.186, 4.770, 0.840], [2.187, 4.698, -0.680], [2.205, 3.420, -1.582], [2.191, 3.766, -3.052], [1.939, 2.512, -3.870], [1.248, 6.438, 1.508], [0.127, 6.846, 2.482], [0.384, 8.176, 3.255], [1.653, 8.110, 4.191], [1.762, 3.413, 1.883], [3.249, 3.438, 2.300], [3.536, 4.220, 3.534], [2.906, 3.847, 4.843], [-0.555, 3.989, -3.305], [-2.147, 3.590, -3.697], [-1.339, 2.786, -2.378], [-2.909, 4.375, -1.108], [-2.602, 5.543, -2.313], [-1.272, 6.406, -0.462], [-0.273, 5.710, -1.566], [-0.546, 3.435, -0.066], [-1.081, 4.641, 1.100], [3.210, 4.797, -0.316], [1.950, 5.661, -1.132], [1.364, 2.776, -1.328], [3.142, 2.888, -1.413], [3.132, 4.177, -3.418], [1.421, 4.465, -3.380], [2.765, 1.809, -3.764], [1.931, 2.747, -4.934], [1.101, 1.861, -3.622], [1.173, 7.071, 0.624], [2.259, 6.508, 1.910], [-0.213, 6.038, 3.130], [-0.764, 7.101, 1.908], [-0.355, 8.296, 4.048], [0.378, 9.044, 2.596], [2.572, 8.143, 3.606], [1.643, 7.186, 4.769], [1.682, 8.923, 4.918], [1.708, 2.502, 1.286], [1.062, 3.363, 2.717], [3.851, 3.769, 1.454], [3.571, 2.404, 2.419], [3.272, 5.233, 3.231], [4.597, 4.410, 3.693], [1.838, 4.065, 4.837], [3.282, 4.530, 5.605], [3.058, 2.825, 5.189], [0.191, -0.352, -0.261], [-0.014, 0.741, 0.227], [0.867, -1.238, 0.354], [-0.224, -0.625, -1.385], [-1.100, 3.889, 3.721], [-2.276, 3.076, 3.300], [-3.164, 3.625, 2.304], [-2.716, 1.975, 4.147], [-1.416, 2.093, 2.369], [-1.851, 4.335, 5.152], [-1.583, 3.586, 6.340], [-3.129, 5.010, 5.076], [-0.894, 5.654, 5.367]]}

***

3.
{"formula": "C30H48GeN2OP2SSiV", "method": "the ωB97M-V functional and the def2-TZVPD basis", "homo_ha": [-0.2407, -0.2768], "gap_ha": [0.2555, 0.2911], "spin_multiplicity": 4, "lumo_ev": [0.403, 0.387], "species": ["V", "C", "P", "C", "C", "C", "P", "C", "C", "H", "H", "H", "H", "H", "H", "H", "H", "H", "H", "H", "H", "H", "H", "H", "H", "C", "Ge", "C", "C", "C", "H", "H", "H", "H", "H", "H", "H", "H", "H", "H", "H", "C", "N", "C", "N", "S", "H", "H", "H", "H", "H", "H", "O", "Si", "C", "C", "C", "C", "C", "C", "C", "C", "C", "C", "C", "C", "C", "C", "C", "C", "C", "C", "H", "H", "H", "H", "H", "H", "H", "H", "H", "H", "H", "H", "H", "H", "H"], "xyz": [[-1.592, 0.018, -0.204], [-0.843, -0.451, 3.483], [-1.966, 0.121, 2.148], [-2.573, 1.661, 2.951], [-3.384, -1.021, 2.531], [-4.447, -0.976, 1.440], [-3.594, -1.169, -0.183], [-4.985, -0.982, -1.366], [-3.403, -3.000, -0.263], [-1.408, -0.612, 4.403], [-0.078, 0.301, 3.659], [-0.352, -1.378, 3.185], [-2.766, 1.474, 4.008], [-3.486, 2.001, 2.462], [-1.815, 2.438, 2.852], [-3.802, -0.777, 3.511], [-2.956, -2.026, 2.593], [-4.947, -0.003, 1.428], [-5.203, -1.753, 1.579], [-5.810, -1.637, -1.088], [-4.621, -1.251, -2.359], [-5.323, 0.054, -1.390], [-4.362, -3.507, -0.145], [-2.715, -3.335, 0.515], [-2.977, -3.255, -1.234], [-2.564, 2.371, -3.763], [-2.072, 2.939, -1.929], [-0.120, 3.317, -1.853], [-3.003, 4.672, -1.628], [-2.630, 1.818, -0.416], [-2.551, 3.240, -4.425], [-3.572, 1.952, -3.767], [-1.882, 1.620, -4.157], [0.345, 3.279, -2.841], [0.365, 2.600, -1.190], [0.041, 4.315, -1.444], [-2.683, 5.437, -2.340], [-2.791, 5.027, -0.618], [-4.083, 4.546, -1.724], [-3.723, 1.709, -0.460], [-2.412, 2.466, 0.442], [1.763, -2.519, -3.656], [0.435, -2.172, -3.193], [-0.022, -0.947, -2.931], [0.794, 0.103, -3.071], [-1.661, -0.751, -2.527], [1.703, -3.427, -4.251], [2.443, -2.705, -2.820], [2.163, -1.722, -4.283], [-0.241, -2.905, -3.076], [1.787, -0.009, -2.913], [0.425, 0.961, -2.685], [0.435, 0.554, -0.150], [1.784, 0.006, 0.463], [1.794, -1.900, 0.607], [2.987, -2.609, 0.770], [2.998, -3.992, 0.881], [1.806, -4.702, 0.821], [0.609, -4.021, 0.656], [0.610, -2.636, 0.557], [2.226, 0.715, 2.165], [1.982, 2.069, 2.408], [2.303, 2.655, 3.625], [2.872, 1.887, 4.631], [3.126, 0.540, 4.409], [2.809, -0.035, 3.185], [3.356, 0.373, -0.562], [4.198, 1.441, -0.243], [5.391, 1.654, -0.920], [5.765, 0.810, -1.956], [4.946, -0.256, -2.296], [3.772, -0.476, -1.591], [3.925, -2.063, 0.796], [3.935, -4.517, 1.022], [1.810, -5.781, 0.903], [-0.322, -4.576, 0.615], [-0.336, -2.112, 0.435], [1.514, 2.666, 1.630], [2.104, 3.707, 3.790], [3.113, 2.334, 5.587], [3.562, -0.066, 5.193], [3.008, -1.090, 3.032], [3.920, 2.116, 0.557], [6.040, 2.469, -0.625], [6.693, 0.979, -2.487], [5.232, -0.927, -3.098], [3.187, -1.365, -1.810]]}

***

Largest force on an atom values (in Eh/bohr) by entry order: 0.0736; 0.1934; 0.0434.